Record 1
7 unconnected molecules or ions with the total composition C7H21N7O14 in a non-equilibrium geometry. Source: the OMol25 dataset; level of theory: ωB97M-V/def2-TZVPD.

Computed properties:
Net charge = 0
DFT total energy = -1715.29445 a.u.
HOMO level = -10.74 eV
Structure (SMILES) = C[N+](=O)[O-].C[N+](=O)[O-].C[N+](=O)[O-].C[N+](=O)[O-].C[N+](=O)[O-].C[N+](=O)[O-].C[N+](=O)[O-]
LUMO = -0.63 eV
Relative energy (zero: lowest compared OMol25 entry of this formula, charge and spin) = 8.60 kcal per mole
Frontier orbital gap = 0.3715 Ha

XYZ file:
```
49
Properties=species:S:1:pos:R:3:forces:R:3
C 3.121545 2.340479 -3.651863 -0.044 -0.109 -0.782
N 3.268083 1.411201 -2.513420 -0.166 -0.072 0.081
O 2.719265 0.331277 -2.607433 0.088 0.097 0.113
O 3.901805 1.792820 -1.550108 -0.002 -0.060 0.007
H 2.872672 1.743367 -4.525158 0.027 -0.001 0.066
H 4.056540 2.866181 -3.803662 -0.008 0.121 0.187
H 2.295113 3.018130 -3.456238 0.058 0.077 0.256
C -1.979243 -1.897948 3.432469 0.370 -0.305 0.213
N -2.992313 -1.602497 4.478130 -0.031 0.097 -0.036
O -3.004741 -0.490458 4.963939 0.036 -0.043 -0.068
O -3.716088 -2.518345 4.807185 -0.091 -0.038 0.036
H -2.396066 -2.610775 2.732550 -0.156 0.100 -0.089
H -1.164850 -2.392320 3.961236 0.007 0.073 -0.016
H -1.621072 -0.988574 2.972483 -0.160 0.113 0.010
C 2.845955 3.877504 0.686280 -0.208 0.229 -0.660
N 1.542475 3.177676 0.860535 0.126 -0.020 0.343
O 0.945207 2.826253 -0.137360 -0.035 0.042 -0.273
O 1.150880 3.007586 1.994449 0.046 -0.028 -0.097
H 2.630335 4.942484 0.740439 0.023 -0.006 0.336
H 3.197064 3.671045 -0.319865 0.084 -0.204 0.153
H 3.524828 3.539829 1.455346 0.020 0.062 0.127
C 2.432815 -3.059646 4.393942 -0.203 0.306 -0.365
N 1.736053 -3.358215 3.096891 0.037 0.138 0.220
O 1.164969 -2.443244 2.531961 -0.006 0.106 0.055
O 1.818667 -4.485635 2.679103 0.001 -0.223 -0.035
H 2.190777 -3.841565 5.101526 0.145 -0.194 -0.070
H 2.094440 -2.092917 4.747001 -0.022 0.047 -0.073
H 3.486971 -3.025522 4.131883 0.046 -0.137 0.232
C 0.839963 -0.298261 -0.043608 0.109 -0.149 1.192
N -0.509137 -0.917098 -0.086134 -0.415 0.325 -0.164
O -0.686949 -1.792266 -0.906785 0.092 -0.074 0.041
O -1.376584 -0.487997 0.659026 0.324 -0.153 -0.159
H 1.531984 -1.104962 0.185074 0.076 -0.044 -0.513
H 0.868160 0.381113 0.802968 -0.239 0.148 -0.148
H 1.027405 0.212312 -0.975394 0.075 -0.193 -0.174
C -3.750170 -2.249130 -1.540410 0.142 -0.075 -0.296
N -4.868811 -1.657491 -2.321561 -0.165 -0.208 -0.026
O -4.755936 -0.498722 -2.660202 -0.014 0.047 0.077
O -5.795988 -2.388536 -2.613954 0.074 0.160 0.056
H -3.419034 -1.544265 -0.789095 -0.029 0.089 0.006
H -2.959894 -2.409717 -2.271215 0.082 0.029 0.139
H -4.071845 -3.195620 -1.128587 -0.112 -0.014 0.060
C -0.947653 1.837129 -2.803809 1.006 -0.778 0.545
N -1.501754 2.321876 -4.077932 -0.187 0.091 -0.050
O -2.313909 1.622397 -4.635293 -0.014 -0.038 -0.075
O -1.099448 3.398800 -4.480231 0.055 -0.056 -0.056
H -0.326469 0.953440 -2.991636 -0.192 0.099 -0.415
H -1.721096 1.487708 -2.126882 -0.286 0.413 -0.095
H -0.284935 2.591121 -2.396564 -0.362 0.215 0.183
```
Positions in Å, forces in eV/Å.

These are the Mulliken partial charges, in e, on atoms 1 to 2: -0.76 0.99

---

Record 2
A molecular structure, C7H21N7O2ReS4Sb. Source: the OMol25 dataset; level of theory: ωB97M-V/def2-TZVPD.

Computed properties:
Spin multiplicity = 2
Net charge = +1
DFT total energy = -2724.07292 a.u.
⟨S²⟩ = 1.183
HOMO level (spin up / spin down) = -10.03 / -10.07 eV
LUMO (spin up / spin down) = -4.51 / -4.02 eV
Frontier orbital gap (spin up / spin down) = 0.2029 / 0.2223 Ha

XYZ file:
```
43
Properties=species:S:1:pos:R:3:forces:R:3
Re 0.663785 0.721361 -0.022159 -0.056 0.172 -0.020
C -2.037410 0.915609 1.518521 0.070 -0.040 0.065
N -0.602528 0.632301 1.788799 -0.041 -0.001 -0.101
C -0.190475 1.581092 2.859524 0.008 -0.062 -0.031
C -0.514791 -0.762702 2.303172 -0.061 0.042 0.068
C 0.875682 -1.324278 2.140667 0.066 -0.049 -0.023
N 1.265685 -1.337806 0.708918 -0.020 -0.047 -0.029
C 0.527879 -2.401171 -0.011556 -0.031 0.048 0.062
C 2.707809 -1.666904 0.611065 -0.035 0.040 0.049
H -2.612387 0.736569 2.430182 -0.036 0.020 0.004
H -2.387532 0.255525 0.729959 -0.038 0.007 -0.006
H -2.137194 1.953303 1.211909 -0.025 -0.006 0.013
H -0.900511 1.498856 3.684652 -0.008 0.062 0.051
H -0.184459 2.594879 2.462551 0.008 0.029 0.021
H 0.805993 1.334684 3.216687 0.020 0.010 0.017
H -1.239331 -1.367103 1.756095 0.035 -0.003 0.004
H -0.813063 -0.775309 3.355756 0.019 -0.032 -0.026
H 0.925790 -2.341906 2.545712 -0.018 0.042 0.018
H 1.610157 -0.718120 2.674880 -0.048 0.004 -0.010
H 0.624564 -3.351960 0.520004 0.008 -0.026 -0.035
H 0.958165 -2.511423 -1.004739 -0.035 -0.013 -0.032
H -0.524703 -2.141358 -0.110858 0.022 -0.038 0.004
H 2.882125 -2.670056 1.009679 0.037 -0.007 -0.015
H 3.288612 -0.943210 1.177501 0.009 -0.042 -0.016
H 3.014117 -1.630535 -0.432259 0.033 0.009 0.020
S 3.095027 3.175867 0.072441 0.110 0.004 0.065
Sb 0.915290 4.706713 -0.419123 0.209 -0.002 -0.460
S 2.362381 1.605626 1.038846 -0.003 0.042 -0.089
S -0.370692 2.598754 -0.873255 -0.071 -0.104 -0.041
S 0.489101 5.178946 1.685454 -0.140 0.074 0.528
N -2.669289 0.214341 -1.584164 -0.081 0.136 -0.145
N -2.304843 -0.344530 -2.836449 0.126 -0.073 -0.168
C -1.041466 -0.552402 -3.183966 -0.210 0.150 0.397
N -0.782809 -1.083586 -4.377003 0.045 -0.082 -0.031
N -0.119341 -0.190147 -2.241626 0.055 -0.387 -0.442
N 1.150618 -0.073263 -2.647553 0.045 0.162 0.280
O 1.884492 0.391416 -1.728714 0.011 0.049 0.000
O 1.610636 -0.359812 -3.723525 -0.008 -0.056 -0.112
H -3.654683 0.454473 -1.680300 0.083 -0.073 0.108
H -2.176050 1.114376 -1.505403 -0.026 -0.069 -0.010
H -3.047135 -0.738873 -3.394122 0.074 0.052 0.029
H -1.524000 -1.197787 -5.048555 0.026 -0.004 0.001
H 0.176782 -1.180448 -4.677644 -0.129 0.063 0.038
```
Positions in Å, forces in eV/Å.

These are the Mulliken partial charges, in e, on atoms 1 to 2: 1.94 -1.11

---

Record 3
A molecular structure, C7H22BeN10O11 in a non-equilibrium geometry. Source: the OMol25 dataset; level of theory: ωB97M-V/def2-TZVPD.

Computed properties:
Net charge = 0
DFT total energy = -1670.11761 a.u.
HOMO level = -8.17 eV
LUMO = 0.37 eV
Relative energy (zero: lowest compared OMol25 entry of this formula, charge and spin) = 25.55 kcal per mole
Frontier orbital gap = 0.3140 Ha

XYZ file:
```
51
Properties=species:S:1:pos:R:3:forces:R:3
Be 0.122944 -0.017260 -0.034064 -0.049 0.058 -0.799
O 2.395276 0.898288 1.509658 0.449 0.293 0.176
C 1.640572 1.913414 2.048061 -1.217 1.034 0.901
O 2.159423 2.528249 2.990837 0.249 -0.002 -0.322
O 0.456415 2.073359 1.615465 0.398 -1.483 -0.911
H 3.187166 1.089292 2.041546 0.176 -0.489 -0.259
O -0.956201 -2.607594 -3.172041 0.695 0.762 0.724
C -1.127300 -1.292317 -2.828640 -0.555 1.929 1.169
O -2.223936 -0.742571 -2.980185 -0.118 -0.458 -1.078
O -0.111379 -0.717687 -2.296773 0.362 -0.576 0.866
H -0.125635 -2.672300 -2.659907 0.013 -0.919 -0.574
C -3.001862 -1.306506 0.193926 0.607 0.730 -0.776
O -1.771132 -1.425428 0.161702 0.846 0.290 0.114
N -3.735792 -1.494050 1.316996 -0.243 -0.577 1.133
N -3.746380 -0.969826 -0.861313 -0.917 -0.052 0.483
H -3.291550 -1.853772 2.143737 0.193 0.215 -0.100
H -4.592701 -0.988424 1.440812 -0.025 -0.055 -0.024
H -4.727067 -1.157243 -0.765196 -0.088 0.163 -0.330
H -3.339920 -0.692038 -1.747013 0.484 -0.443 -0.151
C 2.895353 -2.341025 0.170792 -0.343 1.779 -1.203
O 2.050434 -1.499015 -0.148675 -0.744 -0.124 0.425
N 4.014002 -1.966194 0.827364 0.170 0.202 0.423
N 2.844690 -3.583667 -0.316245 -0.037 -2.039 -0.244
H 4.020329 -0.996960 1.096988 0.104 -0.069 0.064
H 4.753905 -2.583203 1.104346 -0.093 -0.021 0.050
H 3.586238 -4.259517 -0.255608 0.130 0.255 0.305
H 1.992564 -3.955906 -0.696938 -0.139 0.473 -0.002
C 2.143402 1.728413 -2.159418 -1.157 -1.113 -0.785
O 1.550400 1.447813 -1.117728 -0.168 -0.679 0.441
N 2.651772 0.842790 -3.045812 0.636 -0.896 0.400
N 2.110560 2.990884 -2.613215 -0.446 1.967 0.678
H 2.675047 -0.135366 -2.809219 -0.221 0.086 0.176
H 3.148583 1.121849 -3.870103 -0.100 0.183 0.017
H 2.695345 3.449772 -3.285900 0.198 -0.458 -0.097
H 1.611290 3.592011 -1.974074 0.196 0.115 -0.130
C 0.185281 -0.791658 3.331892 -0.979 -0.104 -0.405
O 0.103931 -1.058496 2.130070 0.379 0.266 -0.899
N 0.002403 0.414542 3.862815 -0.001 0.475 0.041
N 0.271390 -1.797767 4.254462 0.324 -0.870 0.573
H 0.004155 0.526252 4.858255 -0.003 0.176 -0.028
H -0.130581 1.205566 3.239608 0.200 0.144 -0.055
H 0.332631 -2.742073 3.914490 0.156 0.153 -0.261
H 0.745865 -1.638004 5.126847 -0.082 0.119 -0.012
C -2.623468 2.313301 -0.992688 1.187 -0.800 -0.871
O -1.672218 1.550607 -0.820439 -0.017 0.217 0.795
N -2.705132 3.574169 -0.493589 0.887 -0.025 0.847
N -3.628612 1.979921 -1.819893 -0.806 -0.222 -0.221
H -3.382839 4.213087 -0.860234 0.137 0.212 -0.035
H -1.785042 3.898437 -0.228988 -0.337 0.358 0.307
H -4.236879 2.729632 -2.088545 -0.217 -0.283 -0.450
H -3.435742 1.204216 -2.438225 -0.072 0.103 -0.086
```
Positions in Å, forces in eV/Å.

These are the Mulliken partial charges, in e, on atoms 1 to 2: 1.62 -0.17